Entry 1:
The following is a quantum chemistry calculation of 2 unconnected molecules or ions with the total composition C10H10N4S at a distorted geometry, from the Open Molecules 2025 dataset.

## Properties
HOMO level = -7.53 eV
orbital gap = 8.3 eV
SMILES string = c1ccc(/N=c2/[nH]ccs2)cc1.N=C=N
max |F| = 0.09213 Eh/bohr
relative energy (zero: lowest compared OMol25 entry of this formula, charge and spin) = 1.102 eV

CARTESIAN COORDINATES (ANGSTROEM)
C: -2.409 2.356 1.716
C: -2.782 1.042 1.437
C: -1.946 0.125 0.797
C: -0.714 0.554 0.328
N: 0.246 -0.195 -0.334
C: 0.623 -1.374 -0.193
N: 1.710 -2.014 -0.771
C: 1.987 -3.295 -0.403
C: 1.023 -3.848 0.381
S: -0.203 -2.660 0.751
C: -0.331 1.827 0.712
C: -1.165 2.808 1.293
H: -3.040 3.034 2.272
H: -3.606 0.671 1.885
H: -2.369 -0.861 0.737
H: 2.329 -1.529 -1.501
H: 2.885 -3.696 -0.880
H: 0.894 -4.809 0.575
H: 0.734 2.023 0.384
H: -0.928 3.870 1.457
N: 0.388 1.611 -2.438
C: 1.375 1.118 -2.060
N: 2.401 0.408 -1.928
H: -0.430 2.000 -1.937
H: 3.325 0.834 -2.280

Atom charges from the Löwdin analysis, given in e for atoms 1 to 8: -0.10 -0.08 -0.04 -0.32 0.04 -0.57 0.00 -0.20

Entry 2:
The following is a quantum chemistry calculation of a gas-phase ion, C10H10NO3S (charge -1) at a distorted geometry, from the Open Molecules 2025 dataset.

## Properties
HOMO level (spin up / spin down) = -2.81 / -5.18 eV
2S+1 = 3
expectation value of S² = 2.030
orbital gap (spin up / spin down) = 6.0 / 7.5 eV
max |F| = 0.09400 Eh/bohr
charge = -1
relative energy (zero: lowest compared OMol25 entry of this formula, charge and spin) = 0.426 eV

CARTESIAN COORDINATES (ANGSTROEM)
C: -3.011 0.303 0.857
C: -2.805 -1.023 0.654
C: -1.902 1.229 0.786
C: -1.497 -1.579 0.340
C: -0.643 0.752 0.601
C: -0.471 -0.641 0.329
C: 1.152 1.763 -0.608
C: 0.430 1.801 0.664
C: 2.303 -0.285 -0.639
C: 2.201 -1.562 -1.364
N: 1.794 0.795 -1.149
O: 2.689 -0.429 1.904
O: 4.642 -0.845 0.612
O: 3.846 1.411 0.628
S: 3.500 -0.011 0.778
H: -4.025 0.534 1.126
H: -3.781 -1.533 0.813
H: -2.048 2.266 0.805
H: -1.365 -2.603 0.338
H: 0.818 2.656 -1.382
H: 0.006 2.866 0.842
H: 1.207 1.527 1.430
H: 1.686 -2.221 -0.700
H: 3.202 -1.900 -1.637
H: 1.742 -1.392 -2.376

Atom charges from the Löwdin analysis, given in e for atoms 1 to 8: -0.11 -0.13 -0.05 -0.06 -0.23 0.14 -0.20 -0.16

Entry 3:
The following is a quantum chemistry calculation of a molecular structure, C10H10NO3STi at a distorted geometry, from the Open Molecules 2025 dataset.

## Properties
HOMO level (spin up / spin down) = -6.88 / -7.79 eV
2S+1 = 2
expectation value of S² = 0.753
orbital gap (spin up / spin down) = 6.8 / 7.7 eV
max |F| = 0.04217 Eh/bohr
relative energy (zero: lowest compared OMol25 entry of this formula, charge and spin) = 0.386 eV

CARTESIAN COORDINATES (ANGSTROEM)
Ti: -0.512 0.621 0.713
O: -1.424 -2.722 -1.072
C: -0.692 -1.787 -0.943
O: -1.132 -0.628 -0.389
C: 0.752 -1.806 -1.390
C: 1.068 -2.921 -2.176
C: 2.327 -3.117 -2.699
C: 3.313 -2.175 -2.432
C: 3.026 -1.074 -1.651
C: 1.751 -0.852 -1.104
S: 1.661 0.644 -0.119
H: 0.275 -3.634 -2.361
H: 2.541 -3.990 -3.304
H: 4.313 -2.297 -2.833
H: 3.801 -0.347 -1.441
N: -1.849 2.339 3.975
C: -1.586 1.953 2.757
O: -0.651 1.133 2.562
C: -2.426 2.415 1.601
C: -1.555 2.392 0.321
H: -1.235 2.062 4.726
H: -2.539 3.052 4.142
H: -2.912 3.363 1.854
H: -3.231 1.681 1.505
H: -0.904 3.264 0.318
H: -2.181 2.431 -0.562

Atom charges from the Löwdin analysis, given in e for atoms 1 to 8: 0.80 0.11 -0.51 -0.20 -0.14 -0.03 -0.08 -0.09

Entry 4:
The following is a quantum chemistry calculation of 2 unconnected molecules or ions with the total composition C10H10O3S2 at a distorted geometry, from the Open Molecules 2025 dataset.

## Properties
HOMO level (spin up / spin down) = -5.39 / -8.31 eV
2S+1 = 3
expectation value of S² = 2.051
orbital gap (spin up / spin down) = 6.0 / 6.1 eV
max |F| = 0.08413 Eh/bohr
relative energy (zero: lowest compared OMol25 entry of this formula, charge and spin) = 0.000 eV

CARTESIAN COORDINATES (ANGSTROEM)
C: 1.289 2.766 -0.650
C: -0.627 -2.342 1.522
C: 2.219 1.799 -0.033
C: 0.532 -2.643 0.764
C: -0.003 2.158 -0.945
C: -1.765 -1.956 0.855
C: 1.759 0.656 0.464
C: 0.467 -2.548 -0.584
C: -0.439 1.000 -0.344
C: -1.742 -1.866 -0.538
O: 0.476 0.235 0.397
O: -0.656 -2.210 -1.241
O: -1.587 0.517 -0.413
S: 1.087 4.227 0.642
S: -3.140 -1.629 -1.541
H: 1.716 3.307 -1.495
H: -0.606 -2.400 2.597
H: 3.258 2.059 0.071
H: 1.451 -2.925 1.247
H: -0.719 2.702 -1.539
H: -2.664 -1.681 1.381
H: 2.383 -0.074 0.961
H: 1.284 -2.741 -1.262
H: -0.189 4.457 0.350
H: -3.785 -0.867 -0.664

Atom charges from the Löwdin analysis, given in e for atoms 1 to 8: -0.54 -0.11 -0.13 -0.09 0.03 -0.11 -0.11 -0.13

Entry 5:
The following is a quantum chemistry calculation of a molecular structure, C10H11AsN5OS4SeY, from the Open Molecules 2025 dataset.

## Properties
HOMO level = -7.53 eV
orbital gap = 5.9 eV
max |F| = 0.00970 Eh/bohr

CARTESIAN COORDINATES (ANGSTROEM)
Y: -0.479 -0.173 1.083
S: -2.848 -0.685 2.155
As: -1.435 -2.273 2.736
S: 0.248 -1.006 3.467
S: -0.678 -2.750 0.656
S: -2.009 -3.883 3.868
C: 5.265 -1.658 0.131
N: 4.027 -0.918 0.081
C: 3.922 0.499 -0.212
C: 2.432 0.731 0.003
O: 1.823 1.786 -0.111
N: 1.858 -0.437 0.388
C: 2.820 -1.378 0.456
N: 2.566 -2.603 0.858
H: 5.974 -1.215 -0.566
H: 5.101 -2.688 -0.186
H: 5.706 -1.653 1.131
H: 4.221 0.735 -1.234
H: 4.501 1.112 0.483
H: 1.578 -2.846 1.027
H: 3.287 -3.293 0.964
Se: -0.996 3.428 -0.131
N: -1.516 1.702 -0.168
C: -2.697 1.648 -0.769
C: -3.446 0.458 -1.035
C: -4.632 0.579 -1.674
C: -5.157 1.851 -2.089
C: -4.483 2.999 -1.862
C: -3.220 2.928 -1.194
N: -2.474 3.976 -0.919
H: -3.077 -0.504 -0.705
H: -5.217 -0.308 -1.879
H: -6.115 1.871 -2.591
H: -4.853 3.969 -2.161

Atom charges from the Löwdin analysis, given in e for atoms 1 to 8: 0.68 -0.05 -0.44 -0.08 -0.03 -0.05 -0.02 -0.09

Entry 6:
The following is a quantum chemistry calculation of C10H11BrN2O2 in the gas phase at a distorted geometry, from the Open Molecules 2025 dataset.

## Properties
HOMO level = -8.26 eV
orbital gap = 7.1 eV
max |F| = 0.07438 Eh/bohr
relative energy (zero: lowest compared OMol25 entry of this formula, charge and spin) = 8.075 eV

CARTESIAN COORDINATES (ANGSTROEM)
C: 4.014 -1.519 0.752
C: 0.816 -0.712 -0.818
C: 2.869 -0.959 0.318
C: 0.053 -0.045 0.073
C: 2.082 1.394 0.985
C: -1.229 0.480 -0.338
C: 0.804 0.505 1.301
C: -4.023 1.208 0.426
C: 2.158 -2.547 -1.299
C: -2.855 2.139 0.213
N: 5.085 -1.772 1.109
N: 2.004 -1.362 -0.517
O: -1.847 0.044 -1.294
O: -1.580 1.521 0.396
Br: 1.849 2.374 -0.554
H: 0.355 -1.002 -1.843
H: 0.202 1.007 2.125
H: 1.349 -0.348 1.721
H: -5.090 1.601 0.205
H: -3.875 0.238 -0.154
H: -3.865 0.946 1.511
H: 1.102 -2.907 -1.510
H: 2.711 -2.391 -2.311
H: 2.609 -3.372 -0.650
H: -2.790 2.903 0.934
H: -2.907 2.577 -0.779

Atom charges from the Löwdin analysis, given in e for atoms 1 to 8: -0.23 -0.07 -0.08 -0.16 -0.46 -0.50 -0.28 -0.07

Entry 7:
The following is a quantum chemistry calculation of 2 unconnected molecules or ions with the total composition C10H11BrOS at a distorted geometry, from the Open Molecules 2025 dataset.

## Properties
HOMO level (spin up / spin down) = -8.26 / -8.47 eV
orbital gap (spin up / spin down) = 7.7 / 7.0 eV
max |F| = 0.09379 Eh/bohr
relative energy (zero: lowest compared OMol25 entry of this formula, charge and spin) = 5.804 eV

CARTESIAN COORDINATES (ANGSTROEM)
C: -0.887 0.115 -1.778
C: -0.458 1.204 -1.111
C: -0.365 -1.159 -1.502
C: 1.004 -0.102 0.122
C: 0.551 1.136 -0.104
C: 0.537 -1.294 -0.431
C: -2.713 0.082 0.687
C: 1.234 2.152 2.181
C: 0.912 -3.655 -0.710
C: 0.989 2.337 0.629
O: 1.105 -2.425 0.001
S: -2.652 -0.071 2.261
Br: -4.303 0.556 -0.230
H: -1.850 0.238 -2.498
H: -0.973 2.184 -1.306
H: -0.833 -2.024 -1.857
H: 1.484 3.201 2.470
H: 2.024 1.447 2.414
H: 0.174 1.896 2.590
H: -0.038 -3.882 -0.548
H: 1.564 -4.327 -0.290
H: 1.115 -3.549 -1.826
H: 2.021 2.688 0.214
H: 0.358 3.251 0.623

Atom charges from the Löwdin analysis, given in e for atoms 1 to 8: -0.15 -0.11 -0.04 0.19 -0.28 -0.30 -1.14 -0.10

Entry 8:
The following is a quantum chemistry calculation of a molecular structure, C10H11Cl2IrNO2 at a distorted geometry, from the Open Molecules 2025 dataset.

## Properties
HOMO level (spin up / spin down) = -4.67 / -8.93 eV
2S+1 = 6
expectation value of S² = 8.774
orbital gap (spin up / spin down) = 4.8 / 6.0 eV
max |F| = 0.10470 Eh/bohr

CARTESIAN COORDINATES (ANGSTROEM)
C: 0.935 -1.182 -1.830
C: -0.473 -1.180 -2.132
C: -1.157 -1.894 -1.088
C: -0.163 -2.343 -0.143
C: 1.124 -1.932 -0.616
Ir: -0.191 -0.159 -0.222
C: -1.593 1.541 -0.864
C: -0.295 1.641 -1.330
C: 0.511 2.366 -2.133
N: 1.149 0.923 0.222
H: -2.228 -2.060 -1.032
H: -0.938 -0.710 -2.991
H: -0.351 -2.912 0.768
H: 2.078 -2.106 -0.112
H: 1.715 -0.702 -2.412
H: -2.383 1.185 -1.535
H: 1.900 1.423 0.711
H: -1.893 2.155 -0.015
H: 0.076 3.159 -2.760
H: 1.587 2.188 -2.177
Cl: -2.876 1.356 3.688
C: -3.174 -0.273 3.067
Cl: -4.836 -0.479 2.481
C: -2.181 -0.685 1.945
O: -2.347 -1.838 1.528
O: -1.299 0.201 1.570
H: -3.021 -0.980 3.895

Atom charges from the Löwdin analysis, given in e for atoms 1 to 8: -0.19 -0.21 -0.20 -0.21 -0.15 1.53 -0.15 -0.51

Entry 9:
The following is a quantum chemistry calculation of a molecular structure, C10H11ClF3N at a distorted geometry, from the Open Molecules 2025 dataset.

## Properties
HOMO level (spin up / spin down) = -7.25 / -7.25 eV
orbital gap (spin up / spin down) = 6.4 / 6.4 eV
max |F| = 0.07473 Eh/bohr

CARTESIAN COORDINATES (ANGSTROEM)
C: -0.204 3.407 0.005
C: -1.518 3.114 0.504
C: 0.370 2.350 -0.636
C: -2.055 1.885 0.291
C: -0.252 1.061 -0.708
C: 0.884 -1.447 1.108
C: 0.650 -2.586 -1.047
C: 0.200 -1.359 -0.256
C: 0.648 -0.048 -0.919
C: 3.547 1.068 0.389
N: -1.451 0.843 -0.222
F: 4.706 0.457 0.396
F: 2.780 0.797 1.445
F: 3.731 2.363 0.314
Cl: 2.191 0.264 -1.329
H: 0.431 4.327 0.065
H: -1.956 3.938 1.122
H: 1.338 2.534 -1.117
H: -3.117 1.674 0.536
H: 0.630 -2.265 1.760
H: 0.845 -0.552 1.763
H: 1.890 -1.537 0.774
H: 1.517 -2.330 -1.487
H: 0.865 -3.304 -0.330
H: 0.010 -2.884 -1.817
H: -0.941 -1.319 -0.289

Atom charges from the Löwdin analysis, given in e for atoms 1 to 8: -0.05 -0.07 -0.08 -0.18 -0.31 -0.07 -0.06 -0.40